(1)
DFT (the ωB97M-V functional and the def2-TZVPD basis) results for a cluster of 2 separate species, C52H50N3O3 in total at a distorted geometry.

Each line ends with the Mulliken charge.
Geometry (Å):
O -0.618 -0.957 0.998  -0.750
O 3.947 1.537 4.221  -0.563
O -6.025 1.192 4.593  -0.506
N 0.705 0.853 -1.502  1.413
N 2.785 0.090 -1.367  -1.321
N 1.914 -0.829 -0.802  1.750
C -1.721 -1.469 -0.988  1.020
C 2.690 1.116 3.908  0.015
C 0.994 -3.614 -1.386  -0.834
C 0.553 1.379 -4.440  -2.221
C -0.404 1.561 -2.061  0.115
C -1.005 -0.703 2.900  0.480
C 0.642 -0.411 -0.943  -0.577
C -3.608 1.547 4.561  -1.728
C 0.450 1.353 3.148  -0.381
C 2.514 -0.283 4.028  0.632
C 4.050 -0.323 1.003  -1.491
C 2.844 -4.336 0.097  -1.490
C 4.347 -2.797 1.164  -1.103
C 2.500 -1.962 -0.154  0.157
C -2.369 -1.379 -5.202  -0.809
C -4.779 0.920 4.118  0.075
C 0.254 -0.047 3.258  1.042
C -2.637 2.395 -1.735  -1.061
C -1.223 2.070 0.293  -0.643
C 4.699 0.343 4.682  -0.594
C -0.558 -0.969 -0.290  -0.339
C -3.239 -1.325 -2.948  -1.046
C -4.160 2.817 -3.701  -1.759
C -4.725 -0.187 3.235  0.774
C -2.831 2.447 -3.115  0.625
C -2.296 -0.100 3.271  0.857
C 1.317 -0.865 3.660  -0.463
C -1.068 -1.427 -4.698  -0.956
C 4.843 -5.255 1.328  -1.437
C 1.937 3.605 -2.074  0.282
C 3.986 -4.114 0.866  0.414
C 3.536 4.627 -3.579  -0.467
C 3.788 2.293 -2.990  -0.724
C 3.797 -0.883 4.479  -0.406
C -0.527 1.712 -3.451  1.717
C -2.402 1.021 4.151  -0.730
C 2.103 -3.283 -0.446  0.953
C -0.845 -1.436 -3.323  0.754
C -3.454 -1.335 -4.319  -0.978
C 1.658 1.949 3.452  -1.819
C -1.417 1.983 -1.190  0.100
C -6.131 -0.645 3.001  -0.558
C -1.919 -1.390 -2.411  0.915
C -3.503 -0.732 2.888  -0.783
C -6.934 0.174 4.020  -0.371
C 2.578 2.359 -2.261  0.246
C -1.757 2.156 -3.953  -0.641
C 3.619 -1.711 0.668  1.181
C 4.241 3.419 -3.674  -0.699
C 2.402 4.724 -2.760  -0.776
C -2.796 -1.949 -0.099  -2.679
C 2.055 1.109 -1.735  0.304
H 5.863 -5.160 0.932  0.348
H 0.792 -4.690 -1.331  0.498
H 0.064 -3.096 -1.130  -0.019
H 3.673 -1.453 5.407  0.445
H 4.853 -0.352 1.747  0.373
H 1.197 -1.949 3.710  0.397
H -4.926 2.847 -2.919  0.393
H 0.096 1.169 -5.418  0.589
H 2.546 -5.364 -0.128  0.331
H -4.477 -1.311 -4.700  0.438
H -3.484 -1.682 2.354  0.798
H 1.826 3.019 3.370  0.453
H -4.466 2.086 -4.461  0.371
H 4.410 0.213 0.117  0.498
H 0.169 -1.502 -2.919  0.416
H -2.386 -2.608 0.681  0.357
H 1.874 5.675 -2.658  0.428
H -0.382 1.985 2.835  0.661
H 1.242 -3.378 -2.430  0.252
H -0.525 1.319 0.665  -0.691
H -3.577 -2.489 -0.647  0.647
H -6.469 -0.403 1.984  0.221
H -4.084 -1.250 -2.256  0.402
H 5.629 0.294 4.100  0.394
H 5.145 3.351 -4.282  0.409
H -1.014 -1.789 2.975  0.604
H -0.210 -1.458 -5.374  0.491
H -7.789 0.703 3.582  0.290
H 4.207 -1.572 3.726  -0.225
H 1.139 0.496 -4.158  0.318
H 1.244 2.224 -4.578  0.371
H -1.880 2.241 -5.035  0.433
H 5.239 -2.608 1.770  0.492
H -2.186 1.914 0.802  0.461
H -1.497 1.467 4.560  0.654
H -0.845 3.063 0.591  0.496
H -2.535 -1.372 -6.280  0.400
H 4.319 1.341 -3.032  0.438
H 3.221 0.261 1.427  0.096
H -7.292 -0.455 4.848  0.277
H 4.427 -6.204 0.980  0.364
H 1.081 3.675 -1.400  0.443
H -6.250 -1.721 3.153  0.352
H -4.123 3.803 -4.186  0.344
H -3.265 -1.083 0.394  0.474
H -3.448 2.668 -1.056  0.424
H -3.678 2.394 5.235  0.451
H 3.877 5.503 -4.134  0.401
H 4.920 -5.287 2.422  0.315
H 4.942 0.491 5.743  0.305

HOMO in eV: -9.11
E_LUMO in eV: -3.293
Energy above the lowest of the compared OMol25 structures with the same formula, charge and spin in kJ/mol: 19.6
Kohn-Sham gap in eV: 5.816
Total charge: +1



(2)
DFT (the ωB97M-V functional and the def2-TZVPD basis) results for a structure of composition C52H51BF15GeN7PtS at a distorted geometry.

Each line ends with the Mulliken charge.
Geometry (Å):
Pt -0.317 0.090 -0.031  3.263
Ge -4.069 -0.809 -2.166  1.044
S -2.506 -1.034 -0.719  -0.864
F -4.584 2.974 -6.962  -0.317
F -3.864 -6.045 -5.330  -0.317
F -2.569 3.361 -5.176  -0.266
F -1.953 -4.126 -5.585  -0.337
F -6.265 1.561 -2.073  -0.391
F -7.222 -2.033 1.875  -0.313
F -6.371 0.967 -6.584  -0.313
F -6.157 -0.640 -4.427  -0.379
F -2.347 1.739 -3.033  0.628
F -6.021 -5.613 -3.746  -0.312
F -6.285 -3.296 -2.420  -0.325
F -8.718 0.218 1.674  -0.315
F -2.173 -1.824 -4.172  -0.411
F -8.224 2.014 -0.300  -0.313
F -5.244 -2.492 0.102  -0.345
N -0.054 -1.764 2.301  0.979
N -1.174 1.037 1.866  -0.538
N -0.651 0.610 3.048  0.796
N -0.308 1.513 -1.616  -1.199
N 1.619 0.467 1.070  -0.686
N 0.148 -1.797 0.965  -0.448
N 1.723 0.029 2.349  0.667
C 1.408 5.304 -4.051  -0.778
C 3.219 2.859 -0.630  -1.420
C -1.876 -2.464 4.663  -1.232
C 2.831 0.771 0.623  -0.470
C -0.794 -3.398 4.119  0.025
C -0.359 -3.843 1.637  -0.848
C 3.114 -1.397 4.854  -1.267
C -4.470 2.175 -5.907  0.447
C 3.024 0.060 2.720  -0.150
C -1.056 1.233 5.582  0.198
C -2.094 1.966 2.138  -0.767
C 0.380 -3.531 5.096  -1.294
C 0.340 -3.558 -0.846  0.938
C 3.078 1.334 -0.742  1.409
C -4.221 0.482 -3.692  -0.460
C 4.325 0.718 -1.377  -1.854
C -5.178 -3.490 -3.143  0.331
C -5.073 -4.680 -3.844  0.177
C -6.497 0.631 -1.133  0.487
C -0.759 4.841 -2.369  -0.122
C -5.243 0.322 -4.612  0.829
C -0.558 6.097 -2.910  -0.882
C -5.727 -0.519 -1.084  -0.441
C -3.446 2.368 -4.998  -0.074
C -7.507 0.890 -0.223  0.203
C -2.884 2.874 1.226  0.522
C -2.084 4.174 1.048  -1.419
C -5.379 1.147 -5.713  0.251
C 0.523 6.331 -3.748  -0.432
C 0.141 3.812 -2.665  0.481
C 3.721 1.074 4.876  -1.452
C 3.755 0.532 1.643  -0.554
C -7.757 -0.019 0.788  0.683
C -4.206 -2.509 -3.218  -0.070
C 0.852 -2.475 -1.797  -1.315
C 3.673 -0.221 4.050  0.090
C -0.384 -2.998 2.732  -0.010
C -1.247 1.256 4.076  -0.130
C -6.995 -1.172 0.884  0.039
C -3.002 -3.927 -4.785  0.114
C -3.306 2.299 -0.117  -0.217
C -0.823 -4.344 -1.467  -1.475
C -0.007 -3.053 0.535  -0.801
C -3.977 -4.902 -4.660  0.705
C -2.356 0.795 6.277  -1.317
C -3.343 1.523 -3.907  -0.254
C -5.994 -1.398 -0.042  0.138
C -3.137 -2.758 -4.063  -0.176
C 0.120 0.471 6.183  -1.181
C -0.075 2.534 -2.087  0.375
C 1.222 4.043 -3.518  -0.350
C -2.160 2.131 3.521  -0.882
B 0.434 -0.501 3.066  1.416
H 3.574 3.292 -1.567  0.423
H -1.249 6.895 -2.674  0.443
H -1.106 3.952 0.613  0.146
H -2.143 -2.744 5.684  0.451
H -1.924 4.670 2.005  0.470
H -1.515 -1.437 4.657  -0.054
H -2.803 2.816 4.050  0.704
H -2.772 -2.514 4.043  0.475
H -2.621 4.863 0.391  0.454
H 0.754 -2.552 5.401  0.096
H 5.225 1.037 -0.848  0.316
H -1.187 -5.105 -0.776  0.379
H 4.275 -0.371 -1.347  0.360
H -1.603 4.638 -1.724  0.443
H -1.231 -4.393 4.006  0.569
H 3.939 3.104 0.153  0.400
H 4.416 1.032 -2.418  0.468
H -0.556 -4.902 1.650  0.468
H -0.497 -4.836 -2.385  0.523
H -3.202 1.403 5.961  0.389
H 2.248 5.491 -4.706  0.413
H 0.945 -2.874 -2.808  0.515
H -3.793 3.115 1.784  0.532
H -2.444 2.005 -0.704  -1.160
H 1.200 -4.090 4.644  0.356
H 2.729 1.516 4.959  0.244
H 2.827 -2.218 4.196  0.270
H -2.584 -0.246 6.056  0.194
H -2.244 0.902 7.358  0.425
H 0.250 0.788 7.219  0.566
H 0.684 -0.795 4.178  -0.973
H 3.875 -1.759 5.547  0.500
H 1.042 0.680 5.649  -0.333
H 1.158 -4.268 -0.689  0.559
H 2.246 -1.101 5.440  -0.155
H 4.103 0.880 5.880  0.415
H -3.933 1.421 0.028  0.037
H 4.822 0.676 1.610  0.460
H 0.671 7.312 -4.179  0.410
H -3.873 3.046 -0.680  0.736
H -0.907 2.287 5.834  0.813
H 4.366 1.809 4.393  0.412
H 4.705 -0.471 3.794  0.609
H 2.213 1.087 -1.358  -0.184
H 1.825 -2.097 -1.476  0.173
H 0.054 -4.066 5.990  0.495
H 1.898 3.233 -3.760  0.600
H 2.266 3.323 -0.368  0.239
H 0.145 -1.643 -1.849  -0.096
H -1.646 -3.670 -1.696  0.112
H -0.056 -0.606 6.183  0.140

Multiplicity: 3
HOMO (spin up / spin down) in eV: -7.02 / -7.92
E_LUMO (spin up / spin down) in eV: -0.389 / -0.975
Energy above the lowest of the compared OMol25 structures with the same formula, charge and spin in kJ/mol: 34.7
Kohn-Sham gap (spin up / spin down) in eV: 6.629 / 6.945
Total charge: 0